# 1
C15H17N6OSSe4Tc | the ωB97M-V functional and the def2-TZVPD basis

```
45
C15H17N6OSSe4Tc (the ωB97M-V functional and the def2-TZVPD basis)
Tc 0.717 -0.789 -0.755
N -1.460 -1.081 -4.585
C -0.929 -1.085 -3.359
S 0.748 -0.639 -3.201
N -1.700 -1.440 -2.360
N -1.133 -1.427 -1.146
C -1.859 -1.868 -0.157
C -1.219 -1.879 1.121
C -1.797 -2.352 2.300
C -1.059 -2.342 3.463
C 0.243 -1.842 3.436
C 0.751 -1.376 2.246
N 0.046 -1.382 1.106
H -0.869 -0.953 -5.385
H -2.399 -1.421 -4.710
H -2.862 -2.223 -0.342
H -2.813 -2.718 2.274
H -1.479 -2.720 4.385
H 0.847 -1.825 4.331
H 1.760 -0.987 2.183
Se 3.506 -2.599 -2.327
Se 5.154 -4.343 -1.738
Se 4.370 -5.410 -0.001
Se 1.841 -3.016 -0.802
C 3.231 1.260 0.236
O 2.805 -0.003 -0.293
H 4.239 1.177 0.641
H 2.550 1.527 1.041
H 3.214 2.037 -0.530
H 3.514 -0.401 -0.821
N -0.142 3.341 -1.355
C 0.428 2.141 -1.549
N 0.039 1.250 -0.659
C -0.851 1.918 0.186
C -1.555 1.505 1.316
C -2.364 2.429 1.945
C -2.486 3.745 1.480
C -1.783 4.179 0.376
C -0.973 3.244 -0.255
H 0.003 4.158 -1.923
H 1.103 1.940 -2.363
H -1.468 0.500 1.697
H -2.923 2.133 2.822
H -3.133 4.434 2.005
H -1.853 5.199 0.023
```

E_HOMO (spin up / spin down) (eV): -9.58 / -10.00
2S+1: 4
Charge: +1
E_LUMO (spin up / spin down) (eV): -3.57 / -4.03
Energy relative to the best compared isomer or geometry (same formula, charge and spin) (kcal per mole): 15.38
⟨S²⟩: 3.7748
Kohn-Sham gap (spin up / spin down) (eV): 6.003 / 5.977

# 2
C15H17N7O2RuS7 | the ωB97M-V functional and the def2-TZVPD basis

```
49
C15H17N7O2RuS7 (the ωB97M-V functional and the def2-TZVPD basis)
Ru -0.314 0.850 2.193
S 1.237 -2.907 3.522
C 0.306 -2.154 4.760
C -0.307 -3.087 5.681
N -0.777 -3.861 6.389
C 0.099 -0.825 5.005
S 0.862 0.492 4.103
C -0.665 -0.421 6.144
N -1.246 -0.059 7.071
N 0.682 -0.592 1.043
C -0.386 -1.232 0.254
C 0.029 -2.463 -0.560
C 1.450 -2.544 -1.132
C 1.886 -1.429 -2.088
N 0.788 -1.025 -2.951
C 0.872 -0.520 -4.149
N 2.012 -0.543 -4.880
N -0.258 -0.041 -4.716
C -1.115 -0.087 -0.492
O -1.439 -0.218 -1.699
O -1.353 0.919 0.215
H 1.410 -0.198 0.454
H 1.089 -1.256 1.748
H -1.116 -1.573 0.994
H -0.702 -2.580 -1.363
H -0.080 -3.330 0.092
H 1.519 -3.498 -1.660
H 2.177 -2.591 -0.317
H 2.734 -1.777 -2.680
H 2.218 -0.545 -1.535
H -0.112 -0.784 -2.439
H 2.864 -0.528 -4.342
H 2.041 0.101 -5.654
H -1.018 0.126 -4.065
H -0.145 0.678 -5.412
N -3.079 -0.212 3.310
C -2.068 0.178 2.907
C -2.812 3.570 1.038
S -1.729 4.831 0.318
C -0.534 3.846 -0.506
C 0.457 3.120 0.054
S 0.838 2.889 1.740
S 1.476 2.295 -1.101
C 0.714 2.806 -2.554
S 1.234 2.351 -4.070
S -0.633 3.805 -2.248
H -3.594 4.121 1.559
H -2.268 2.962 1.753
H -3.242 2.939 0.266
```

E_HOMO (spin up / spin down) (eV): -4.50 / -4.49
2S+1: 2
Charge: -1
E_LUMO (spin up / spin down) (eV): 1.22 / 1.22
Energy relative to the best compared isomer or geometry (same formula, charge and spin) (kcal per mole): 67.14
⟨S²⟩: 0.7599
Kohn-Sham gap (spin up / spin down) (eV): 5.725 / 5.711

# 3
C15H17NO4 | the ωB97M-V functional and the def2-TZVPD basis

```
37
C15H17NO4 (the ωB97M-V functional and the def2-TZVPD basis)
C 1.903 -2.806 2.341
H 2.249 -2.456 1.369
H 1.515 -3.814 2.233
H 2.749 -2.825 3.024
C 0.820 -1.867 2.887
C -0.351 -1.838 1.941
C -0.874 -0.730 1.442
C -2.006 -0.696 0.465
H -2.613 0.206 0.633
O -2.857 -1.830 0.587
C -3.293 -2.265 -0.601
O -4.039 -3.187 -0.727
C -2.699 -1.406 -1.714
H -2.425 -2.013 -2.573
C -1.525 -0.721 -1.024
N -1.210 0.567 -1.561
C -0.044 1.250 -1.333
C 0.015 2.607 -1.685
C 1.169 3.333 -1.519
C 2.315 2.732 -0.991
C 2.260 1.379 -0.645
C 1.108 0.648 -0.809
H 1.098 -0.394 -0.531
H 3.152 0.922 -0.243
C 3.548 3.488 -0.803
O 4.578 3.048 -0.352
H 3.473 4.549 -1.120
H 1.194 4.378 -1.793
H -0.868 3.080 -2.093
H -2.005 1.144 -1.795
H -0.641 -1.362 -1.093
H -3.457 -0.683 -2.028
H -0.479 0.239 1.714
H -0.765 -2.804 1.691
O 1.338 -0.589 3.167
H 1.770 -0.248 2.375
H 0.472 -2.246 3.856
```

E_HOMO (eV): -8.53
2S+1: 1
Charge: 0
E_LUMO (eV): 0.20
Energy relative to the best compared isomer or geometry (same formula, charge and spin) (kcal per mole): 50.79
Structure (SMILES): C[C@@H](O)/C=C/[C@@H]1OC(=O)C[C@H]1Nc1ccc(C=O)cc1
Kohn-Sham gap (eV): 8.727

# 4
C15H17NV | the ωB97M-V functional and the def2-TZVPD basis

```
34
C15H17NV (the ωB97M-V functional and the def2-TZVPD basis)
C -1.958 1.042 -2.101
C -1.304 -0.210 -2.365
C 0.106 -0.009 -2.205
C 0.324 1.357 -1.844
C -0.952 2.000 -1.737
V -0.975 0.381 -0.346
C -2.353 -1.261 0.162
C -3.196 -0.169 0.743
C -4.498 -0.217 1.160
N -2.435 1.005 0.708
H 0.877 -0.752 -2.396
H -1.781 -1.133 -2.683
H 1.290 1.830 -1.675
H -1.121 3.049 -1.500
H -3.024 1.242 -2.203
H -2.836 -1.883 -0.597
H -2.799 1.882 1.066
H -1.721 -1.824 0.872
H -5.066 -1.143 1.021
H -4.991 0.676 1.560
C 0.609 0.676 1.117
C 1.882 -0.076 0.994
C 2.949 0.367 1.796
C 4.202 -0.234 1.752
C 4.438 -1.288 0.855
C 3.385 -1.750 0.055
C 2.104 -1.195 0.154
H 0.060 0.499 2.058
H 0.735 1.768 0.975
H 2.773 1.208 2.469
H 4.996 0.119 2.413
H 5.430 -1.747 0.793
H 3.567 -2.567 -0.652
H 1.281 -1.641 -0.417
```

E_HOMO (spin up / spin down) (eV): 3.48 / -1.32
2S+1: 4
Charge: -2
E_LUMO (spin up / spin down) (eV): 5.17 / 5.30
⟨S²⟩: 3.7756
Kohn-Sham gap (spin up / spin down) (eV): 1.687 / 6.626

# 5
C15H18B2F7I2N5O4Y | the ωB97M-V functional and the def2-TZVPD basis

```
54
C15H18B2F7I2N5O4Y (the ωB97M-V functional and the def2-TZVPD basis)
Y -1.103 0.439 -0.278
C 0.226 3.121 3.781
C 0.056 2.154 2.685
N -0.565 2.407 1.546
O -0.947 3.597 1.293
B -1.597 3.752 -0.054
F -2.326 2.481 -0.280
F -2.347 4.808 -0.181
O -0.428 3.717 -0.994
N 0.157 2.567 -1.081
C 1.266 2.458 -1.772
C 1.861 3.526 -2.597
C 1.867 1.123 -1.624
N 1.047 0.233 -1.113
O 1.527 -0.951 -0.730
B 2.090 -0.961 0.710
F 2.843 -2.018 0.925
F 2.596 0.286 1.017
O 0.694 -1.114 1.467
N 0.108 0.026 1.736
C 0.568 0.790 2.717
C 1.488 0.329 3.767
C 3.253 0.805 -2.002
H -0.010 4.132 3.458
H 1.245 3.082 4.177
H -0.436 2.877 4.621
H 1.241 4.417 -2.596
H 2.010 3.181 -3.624
H 2.853 3.786 -2.210
H 1.675 -0.740 3.700
H 1.096 0.585 4.755
H 2.447 0.855 3.673
H 3.706 1.542 -2.657
H 3.302 -0.190 -2.450
H 3.857 0.729 -1.089
I -4.330 -0.184 -0.643
C -4.176 0.568 -2.653
I -2.138 0.565 -3.342
H -4.540 1.588 -2.671
H -4.752 -0.081 -3.304
F -0.268 -6.764 -1.411
C -0.901 -6.285 -0.346
F -2.105 -6.850 -0.258
F -0.202 -6.586 0.752
C -1.052 -4.767 -0.435
C -0.551 -4.057 -1.512
C -0.699 -2.681 -1.510
N -1.296 -2.011 -0.515
C -1.796 -2.722 0.510
C -1.697 -4.095 0.593
H -0.057 -4.555 -2.334
H -0.333 -2.112 -2.354
H -2.309 -2.179 1.299
H -2.117 -4.623 1.439
```

E_HOMO (eV): -18.46
2S+1: 1
Charge: +3
E_LUMO (eV): -14.61
Kohn-Sham gap (eV): 3.855

# 6
C15H18Cl2N2O2V | the ωB97M-V functional and the def2-TZVPD basis

```
40
C15H18Cl2N2O2V (the ωB97M-V functional and the def2-TZVPD basis)
C -1.888 1.325 3.286
C -2.772 1.895 2.208
H -2.491 0.600 3.841
H -1.461 2.090 3.942
H -1.051 0.791 2.809
H -2.526 1.423 1.257
H -3.834 1.685 2.389
H -2.678 2.989 2.082
C 2.720 -1.953 0.480
C 3.773 -2.869 0.520
C 4.356 -3.285 -0.682
C 3.886 -2.791 -1.900
H 2.244 -1.564 1.384
H 4.113 -3.279 1.483
H 5.177 -4.008 -0.670
H 4.320 -3.128 -2.842
N 2.196 -1.530 -0.715
C 2.793 -1.896 -1.917
C 2.061 -1.321 -3.039
N 0.954 -0.640 -2.568
C 0.119 0.070 -3.384
C 1.363 -0.714 -5.290
C 0.307 0.045 -4.764
H -0.672 0.629 -2.871
H -0.383 0.577 -5.430
C 2.234 -1.399 -4.442
H 3.021 -2.039 -4.845
H 1.495 -0.787 -6.375
V 0.547 -0.470 -0.691
C 1.296 1.419 -0.468
H 1.374 1.975 -1.402
H 2.195 1.589 0.119
H 0.427 1.785 0.092
Cl -0.472 -3.003 2.286
C -2.015 -3.020 1.355
Cl -3.447 -2.394 2.153
C -1.704 -2.198 0.044
O -1.769 -2.808 -1.016
O -1.260 -0.963 0.209
H -2.205 -4.086 1.155
```

E_HOMO (spin up / spin down) (eV): -6.28 / -9.31
2S+1: 4
Charge: 0
E_LUMO (spin up / spin down) (eV): -0.15 / -0.83
Energy relative to the best compared isomer or geometry (same formula, charge and spin) (kcal per mole): 0.00
⟨S²⟩: 3.7919
Kohn-Sham gap (spin up / spin down) (eV): 6.126 / 8.479

# 7
C15H18Cl3N7Pd | the ωB97M-V functional and the def2-TZVPD basis

```
44
C15H18Cl3N7Pd (the ωB97M-V functional and the def2-TZVPD basis)
Pd 0.042 0.493 0.312
N 2.729 0.214 -1.703
C 3.049 0.317 -0.412
N 4.324 0.421 -0.092
C 4.612 0.434 1.211
N 5.864 0.624 1.585
N 3.695 0.210 2.196
C 2.466 0.148 1.798
N 2.044 0.307 0.513
C 1.409 -0.230 2.761
C 1.681 -0.435 4.098
C 0.641 -0.812 4.938
C -0.628 -0.959 4.408
C -0.821 -0.735 3.054
N 0.176 -0.388 2.242
H 3.489 0.123 -2.359
H 1.809 -0.081 -1.976
H 6.580 0.761 0.890
H 6.106 0.600 2.561
H 2.691 -0.300 4.457
H 0.823 -0.985 5.989
H -1.467 -1.249 5.025
H -1.797 -0.850 2.604
Cl -5.022 0.475 -1.561
C -4.555 0.079 0.094
Cl -5.274 1.193 1.250
Cl -4.918 -1.595 0.486
C -3.091 0.247 0.176
N -1.960 0.385 0.242
C 0.563 4.060 -2.252
C 0.053 2.623 -2.135
C 0.438 1.773 -3.330
C -1.577 2.656 -2.015
C 0.060 2.101 -0.812
H 0.247 4.488 -3.203
H 1.653 4.067 -2.225
H 0.188 4.695 -1.449
H 0.166 2.292 -4.248
H -0.069 0.807 -3.327
H 1.513 1.620 -3.342
H -1.800 3.190 -2.940
H -1.972 3.241 -1.186
H -2.016 1.665 -2.052
H -0.056 2.908 -0.077
```

E_HOMO (eV): -15.60
2S+1: 1
Charge: +2
E_LUMO (eV): -6.82
Energy relative to the best compared isomer or geometry (same formula, charge and spin) (kcal per mole): 0.00
Kohn-Sham gap (eV): 8.778

# 8
C15H18Cl5NO2S3Sn | the ωB97M-V functional and the def2-TZVPD basis

```
45
C15H18Cl5NO2S3Sn (the ωB97M-V functional and the def2-TZVPD basis)
Sn -0.237 0.206 -0.108
C 2.941 1.859 0.693
C 3.582 0.981 -0.376
S 2.428 0.125 -1.509
C 2.961 -1.615 -1.395
C 2.963 -2.302 -0.040
S 1.371 -2.207 0.854
C 1.891 -1.596 2.492
C 2.610 -0.253 2.557
S 1.693 1.144 1.812
H 3.737 2.253 1.329
H 2.416 2.697 0.236
H 4.176 1.638 -1.015
H 4.250 0.231 0.040
H 2.285 -2.134 -2.074
H 3.969 -1.651 -1.813
H 3.147 -3.364 -0.213
H 3.745 -1.938 0.624
H 0.959 -1.559 3.059
H 2.538 -2.367 2.918
H 2.725 -0.005 3.613
H 3.599 -0.285 2.104
N -0.921 1.370 -2.244
C -1.246 2.792 -2.070
C -2.373 3.026 -1.082
C -1.986 2.738 0.367
O -2.680 3.062 1.287
O -0.859 2.102 0.541
H -0.182 1.289 -2.944
H -1.735 0.885 -2.625
H -1.529 3.232 -3.033
H -0.350 3.310 -1.721
H -3.233 2.384 -1.292
H -2.713 4.061 -1.136
Cl -2.116 -0.201 2.558
C -2.869 -0.987 1.257
C -2.235 -1.005 0.037
C -2.689 -1.747 -1.029
Cl -1.763 -1.811 -2.457
C -3.912 -2.419 -0.916
Cl -4.534 -3.282 -2.254
C -4.625 -2.347 0.293
Cl -6.091 -3.202 0.460
C -4.116 -1.618 1.379
Cl -4.990 -1.489 2.839
```

E_HOMO (eV): -14.59
2S+1: 1
Charge: +2
E_LUMO (eV): -9.12
Energy relative to the best compared isomer or geometry (same formula, charge and spin) (kcal per mole): 25.27
Kohn-Sham gap (eV): 5.470

# 9
C15H18ClIrN3O2SbSe4 | the ωB97M-V functional and the def2-TZVPD basis

```
45
C15H18ClIrN3O2SbSe4 (the ωB97M-V functional and the def2-TZVPD basis)
Ir -1.650 -0.207 -0.172
O 0.102 0.356 0.878
C 0.295 0.653 2.099
C 1.579 0.424 2.662
C 1.868 0.738 3.962
C 0.906 1.323 4.784
C -0.348 1.571 4.270
C -0.683 1.254 2.954
C -2.026 1.522 2.494
N -2.734 0.861 1.596
C -3.963 1.440 1.537
C -4.017 2.475 2.416
N -2.788 2.519 3.019
H 2.307 -0.045 2.014
H 2.852 0.527 4.363
H 1.127 1.551 5.819
H -1.112 1.986 4.921
H -4.718 1.051 0.885
H -4.798 3.163 2.667
H -2.468 3.182 3.703
Se -2.598 -5.899 0.448
Sb -3.461 -3.545 0.103
Se -1.409 -2.202 0.970
Se -3.225 -0.945 -1.663
Se -5.351 -3.315 1.674
Cl -1.659 2.073 -1.079
O 0.186 -1.239 -1.480
C 1.034 -0.431 -1.801
C 0.791 0.661 -2.809
C 1.210 0.057 -4.159
C 2.621 -0.550 -4.192
C 2.759 -1.889 -3.447
C 3.016 -1.736 -1.931
N 2.371 -0.545 -1.414
H 1.368 1.560 -2.573
H -0.267 0.925 -2.836
H 1.150 0.843 -4.918
H 0.493 -0.724 -4.429
H 3.350 0.180 -3.823
H 2.868 -0.730 -5.241
H 3.580 -2.466 -3.882
H 1.840 -2.459 -3.600
H 4.087 -1.652 -1.726
H 2.627 -2.607 -1.398
H 2.888 0.291 -1.662
```

E_HOMO (spin up / spin down) (eV): -1.09 / -1.09
2S+1: 1
Charge: -2
E_LUMO (spin up / spin down) (eV): 4.18 / 4.18
Energy relative to the best compared isomer or geometry (same formula, charge and spin) (kcal per mole): 68.17
Kohn-Sham gap (spin up / spin down) (eV): 5.265 / 5.269

# 10
C15H18ClIrN3O2SbSe4 | the ωB97M-V functional and the def2-TZVPD basis

```
45
C15H18ClIrN3O2SbSe4 (the ωB97M-V functional and the def2-TZVPD basis)
Ir -0.259 -0.177 1.358
O -1.171 -0.082 -0.690
C -1.783 0.985 -1.080
C -1.544 1.483 -2.390
C -2.200 2.581 -2.899
C -3.135 3.275 -2.127
C -3.367 2.829 -0.838
C -2.727 1.716 -0.296
C -3.028 1.325 1.089
N -2.324 0.539 1.872
C -2.966 0.473 3.088
C -4.091 1.228 3.040
N -4.125 1.763 1.766
H -0.809 0.946 -2.977
H -1.975 2.917 -3.906
H -3.649 4.146 -2.513
H -4.061 3.393 -0.222
H -2.580 -0.124 3.898
H -4.859 1.418 3.767
H -4.839 2.356 1.390
Se -0.800 -1.968 7.503
Sb -0.657 -3.259 5.448
Se -0.069 -1.498 3.318
Se 1.637 -3.131 3.472
Se -2.742 -4.340 4.826
Cl 0.983 1.951 1.671
O 1.446 -1.386 0.166
C 2.646 -1.285 0.020
C 3.338 0.044 -0.053
C 3.073 0.478 -1.512
C 3.395 -0.560 -2.607
C 2.459 -1.787 -2.663
C 2.837 -2.915 -1.682
N 3.392 -2.362 -0.439
H 4.411 -0.057 0.140
H 2.896 0.755 0.644
H 3.640 1.391 -1.710
H 2.012 0.736 -1.580
H 4.440 -0.890 -2.513
H 3.332 -0.044 -3.569
H 2.448 -2.193 -3.678
H 1.441 -1.456 -2.442
H 3.598 -3.571 -2.111
H 1.968 -3.522 -1.441
H 4.367 -2.120 -0.537
```

E_HOMO (spin up / spin down) (eV): -0.91 / -1.55
2S+1: 5
Charge: -2
E_LUMO (spin up / spin down) (eV): 4.22 / 4.05
Energy relative to the best compared isomer or geometry (same formula, charge and spin) (kcal per mole): 20.54
⟨S²⟩: 6.0361
Kohn-Sham gap (spin up / spin down) (eV): 5.137 / 5.603

# 11
C15H18ClN3O2 | the ωB97M-V functional and the def2-TZVPD basis

```
39
C15H18ClN3O2 (the ωB97M-V functional and the def2-TZVPD basis)
O -0.487 -0.219 -4.254
H -0.283 0.005 -3.338
C -1.646 -1.013 -4.313
C -1.479 -2.388 -3.628
N -1.630 -2.422 -2.190
C -0.463 -2.345 -1.341
C -0.190 -1.002 -0.748
N -0.556 -0.586 0.424
C -0.112 0.706 0.455
N 0.490 1.058 -0.643
O 0.453 -0.050 -1.441
C -0.283 1.586 1.638
C 0.608 1.073 2.740
C 0.104 0.230 3.721
C 0.918 -0.271 4.721
C 2.261 0.065 4.750
C 2.787 0.895 3.776
C 1.964 1.388 2.776
Cl 2.652 2.409 1.559
H 3.833 1.160 3.783
H 2.903 -0.321 5.527
H 0.505 -0.922 5.475
H -0.942 -0.036 3.693
H -1.325 1.546 1.958
H -0.013 2.604 1.358
H -0.610 -3.027 -0.493
H 0.412 -2.666 -1.910
C -2.821 -1.745 -1.725
C -2.941 -0.308 -2.246
C -2.898 -0.304 -3.773
H -2.915 0.719 -4.152
H -3.777 -0.825 -4.156
H -3.881 0.127 -1.901
H -2.135 0.313 -1.848
H -2.823 -1.761 -0.633
H -3.683 -2.320 -2.083
H -0.504 -2.800 -3.895
H -2.251 -3.051 -4.038
H -1.780 -1.194 -5.387
```

E_HOMO (eV): -8.39
2S+1: 1
Charge: 0
E_LUMO (eV): 0.77
Energy relative to the best compared isomer or geometry (same formula, charge and spin) (kcal per mole): 37.09
Structure (SMILES): O[C@@H]1CCCN(Cc2nc(Cc3ccccc3Cl)no2)C1
Kohn-Sham gap (eV): 9.165